Entry 1:
Here is a structure of composition C18H24IrN2PSSe5Te from OMol25. Energies are from ωB97M-V with the def2-TZVPD basis set.

Structure (XYZ):
```
53
Properties=species:S:1:pos:R:3
Ir -0.523 0.105 1.424
C -2.007 2.724 1.634
C -0.781 2.801 2.539
N -0.384 1.462 3.037
C -1.084 0.948 4.238
C -2.482 0.448 3.945
S -2.487 -0.668 2.487
C -3.759 0.131 1.441
C -3.190 0.983 0.306
N -1.901 1.604 0.665
H -2.119 3.672 1.106
H -2.915 2.580 2.217
H -0.966 3.485 3.371
H 0.061 3.188 1.966
H 0.603 1.474 3.287
H -1.104 1.705 5.026
H -0.479 0.109 4.585
H -3.205 1.245 3.789
H -2.824 -0.146 4.791
H -4.420 0.679 2.112
H -4.341 -0.685 1.014
H -3.924 1.732 -0.007
H -2.981 0.338 -0.544
H -1.448 1.926 -0.187
Se -0.699 -1.312 -0.640
P 1.151 -0.346 -1.295
Se 1.385 1.227 0.209
C 2.521 -1.518 -1.238
C 3.652 -1.268 -0.470
C 4.653 -2.225 -0.386
C 4.524 -3.428 -1.062
C 3.391 -3.681 -1.826
C 2.387 -2.733 -1.910
C 1.024 0.320 -2.966
C 1.283 1.663 -3.221
C 1.113 2.168 -4.502
C 0.677 1.338 -5.524
C 0.418 -0.003 -5.271
C 0.585 -0.513 -3.995
H 3.752 -0.335 0.068
H 5.529 -2.031 0.218
H 5.302 -4.176 -0.987
H 3.285 -4.623 -2.347
H 1.494 -2.957 -2.480
H 1.624 2.313 -2.426
H 1.319 3.211 -4.699
H 0.534 1.737 -6.519
H 0.081 -0.652 -6.068
H 0.358 -1.555 -3.806
Se 1.137 -1.332 2.472
Se -0.097 -2.901 3.678
Te -0.927 -4.574 1.957
Se -2.797 -3.653 0.794
```

Its spin multiplicity is 2. The charge is +1. The energy above the lowest of the compared OMol25 structures with the same formula, charge and spin comes out at 0.0 kcal per mole. The value obtained for the HOMO-LUMO gap (alpha / beta) is 0.27859 / 0.21485 Ha.



Entry 2:
Here is a structure of composition C55H42Cl2KN5O4S at a distorted geometry from OMol25. Energies are from ωB97M-V with the def2-TZVPD basis set.

Structure (XYZ):
```
110
Properties=species:S:1:pos:R:3
K -0.866 0.796 -1.010
C -1.246 -2.288 -8.270
C -0.152 -1.437 -8.202
C 0.171 -0.804 -7.010
C -0.585 -1.014 -5.859
C -1.685 -1.870 -5.942
C -2.014 -2.500 -7.132
C -0.250 -0.362 -4.562
C -0.438 1.031 -4.472
C -0.942 1.864 -5.557
C -1.034 3.120 -5.063
C -0.578 3.055 -3.677
C -0.527 4.163 -2.803
C -0.926 5.486 -3.353
C -0.261 6.070 -4.432
C -0.646 7.307 -4.926
C -1.709 7.991 -4.351
C -2.378 7.426 -3.274
C -1.990 6.189 -2.781
C -0.155 4.143 -1.442
N 0.050 3.040 -0.695
C 0.377 3.439 0.549
C 0.605 2.575 1.644
C 0.592 3.170 3.002
C 1.593 2.877 3.934
C 1.561 3.407 5.214
C 0.535 4.261 5.593
C -0.462 4.571 4.679
C -0.436 4.028 3.403
C 0.768 1.172 1.550
C 0.671 0.260 2.685
C 0.827 -0.983 2.184
C 0.979 -0.834 0.742
N 0.979 0.477 0.414
C 0.950 -1.932 -0.140
C 0.709 -1.909 -1.530
C 0.708 -3.086 -2.392
C 0.368 -2.652 -3.629
C 0.154 -1.214 -3.515
N 0.396 -0.816 -2.252
C 1.002 -3.272 0.511
C -0.122 -4.100 0.489
C -0.124 -5.310 1.165
C 1.005 -5.724 1.860
C 2.135 -4.918 1.874
C 2.130 -3.698 1.212
C 0.422 4.896 0.604
C 0.088 5.333 -0.633
N -0.245 1.785 -3.366
H -1.496 -2.785 -9.200
H 0.457 -1.272 -9.084
H 1.029 -0.144 -6.959
H -2.282 -2.034 -5.052
H -2.873 -3.159 -7.174
H -1.194 1.523 -6.550
H -1.399 3.997 -5.575
H 0.576 5.543 -4.873
H -0.112 7.747 -5.760
H -2.013 8.956 -4.739
H -3.210 7.952 -2.820
H -2.515 5.743 -1.946
H 2.404 2.225 3.636
H 2.339 3.150 5.924
H 0.510 4.676 6.593
H -1.275 5.228 4.967
H -1.236 4.242 2.706
H 0.433 0.526 3.703
H 0.787 -1.920 2.716
H 0.945 -4.097 -2.097
H 0.276 -3.240 -4.530
H -1.017 -3.753 -0.014
H -1.022 -5.916 1.171
H 1.001 -6.664 2.401
H 3.018 -5.239 2.416
H 3.001 -3.053 1.244
H 0.702 5.501 1.452
H 0.049 6.354 -0.980
Cl -3.148 2.247 0.306
C -3.953 0.819 -0.342
Cl -3.644 0.692 -2.076
H -5.022 0.917 -0.185
H -3.532 -0.059 0.158
C 4.931 -4.235 2.928
C 3.686 -3.847 3.681
C 3.347 -2.505 3.820
C 2.185 -2.134 4.477
C 1.359 -3.118 4.990
C 1.672 -4.463 4.861
C 2.837 -4.820 4.205
S -0.082 -2.654 5.908
O -0.243 -1.229 5.813
O 0.007 -3.222 7.235
N -1.232 -3.536 5.124
C -1.451 -3.276 3.682
C -2.091 -1.952 3.305
C -2.612 -2.046 1.843
O -3.218 -3.096 1.551
O -2.349 -1.072 1.095
H 4.768 -4.105 1.855
H 5.191 -5.278 3.108
H 5.774 -3.606 3.215
H 3.988 -1.744 3.392
H 1.890 -1.098 4.575
H 0.991 -5.204 5.257
H 3.088 -5.867 4.083
H -2.087 -3.454 5.668
H -2.097 -4.072 3.312
H -0.479 -3.393 3.195
H -1.403 -1.116 3.396
H -2.956 -1.766 3.951
```

The charge is -2. The energy above the lowest of the compared OMol25 structures with the same formula, charge and spin comes out at 33.6 kcal per mole. The value obtained for the HOMO-LUMO gap is 0.18892 Ha.